(1)
Below is C24H44AsBMgN2P2S4 as an isolated structure at a distorted geometry, with properties calculated with ωB97M-V/def2-TZVPD.

As for the spin multiplicity: 1. For the LUMO energy, the calculation gives 4.19 eV. For the gap between HOMO and LUMO, the calculation gives 5.2809 eV. Its total charge is -2. The calculation puts the HOMO energy at -1.0874 eV.

CARTESIAN COORDINATES (ANGSTROEM)
Mg1 -0.21 1.40 -0.57
C1 5.17 0.32 0.47
C2 3.79 0.98 0.52
C3 2.99 0.44 1.72
C4 3.93 2.50 0.70
P1 2.67 0.69 -0.92
C5 2.44 -1.17 -0.90
N1 1.15 -1.58 -0.37
B1 -0.06 -0.77 -0.21
N2 -0.99 -1.78 0.33
C6 -2.33 -1.59 0.85
P2 -2.85 0.17 0.66
C7 -4.33 -0.01 -0.48
C8 -3.70 -0.55 -1.78
C9 -4.91 1.38 -0.77
C10 -5.45 -0.95 -0.03
C11 -3.37 0.58 2.40
C12 -2.04 0.60 3.18
C13 -3.92 2.01 2.41
C14 -4.36 -0.36 3.09
C15 -0.39 -3.03 0.43
C16 -0.88 -4.24 0.88
C17 -0.03 -5.36 0.85
C18 1.28 -5.24 0.38
C19 1.78 -4.01 -0.07
C20 0.94 -2.91 -0.03
C21 3.59 0.86 -2.54
C22 4.25 2.25 -2.64
C23 2.46 0.80 -3.59
C24 4.68 -0.18 -2.87
H1 5.65 0.42 1.46
H2 5.82 0.81 -0.26
H3 5.12 -0.75 0.23
H4 3.52 0.69 2.64
H5 2.85 -0.64 1.69
H6 2.00 0.91 1.77
H7 4.39 2.70 1.68
H8 2.95 3.00 0.67
H9 4.55 2.95 -0.07
H10 3.23 -1.63 -0.30
H11 2.57 -1.55 -1.91
H12 -2.35 -1.84 1.91
H13 -3.03 -2.28 0.37
H14 -2.88 0.09 -2.11
H15 -4.46 -0.55 -2.56
H16 -3.32 -1.57 -1.67
H17 -4.13 2.11 -1.00
H18 -5.50 1.75 0.07
H19 -5.58 1.30 -1.64
H20 -5.09 -1.92 0.31
H21 -6.13 -1.12 -0.88
H22 -6.05 -0.51 0.77
H23 -1.33 1.30 2.73
H24 -1.57 -0.39 3.21
H25 -2.24 0.91 4.21
H26 -3.29 2.69 1.82
H27 -3.94 2.39 3.44
H28 -4.94 2.06 2.02
H29 -4.09 -1.41 3.00
H30 -5.38 -0.24 2.71
H31 -4.39 -0.13 4.17
H32 -1.90 -4.33 1.24
H33 -0.39 -6.32 1.19
H34 1.92 -6.12 0.35
H35 2.79 -3.92 -0.43
H36 3.57 3.04 -2.33
H37 4.53 2.43 -3.68
H38 5.16 2.29 -2.03
H39 1.76 1.62 -3.44
H40 1.91 -0.15 -3.55
H41 2.90 0.89 -4.59
H42 5.59 0.00 -2.29
H43 4.94 -0.08 -3.93
H44 4.38 -1.21 -2.71
S1 1.62 4.37 -1.71
As1 -0.28 4.35 -0.68
S2 -1.58 2.99 -1.88
S3 0.03 3.14 1.17
S4 -1.17 6.24 -0.28

Atomic partial charges in e from the Löwdin method, atoms 1 to 4: atom 1 (Mg): -0.0153, atom 2 (C): -0.0996, atom 3 (C): -0.7101, atom 4 (C): -0.1044


(2)
Below is C16H48AgN9O7 as an isolated structure at a distorted geometry, with properties calculated with ωB97M-V/def2-TZVPD.

As for the spin multiplicity: 1. The value obtained for the relative energy (zero: lowest compared OMol25 entry of this formula, charge and spin) is 36.3 kcal/mol. For the LUMO energy, the calculation gives 0.11 eV. For the gap between HOMO and LUMO, the calculation gives 7.2374 eV. The calculation puts the HOMO energy at -7.1243 eV.

CARTESIAN COORDINATES (ANGSTROEM)
Ag1 0.14 -0.07 0.58
C1 -2.25 0.22 3.21
O1 -0.88 0.02 2.96
H1 -2.92 -0.62 3.02
H2 -2.44 0.56 4.23
H3 -2.68 0.98 2.56
C2 -1.46 -3.02 -3.47
C3 -1.43 -1.63 -2.92
C4 -1.74 -0.64 -4.05
O2 -1.26 0.74 -3.70
C5 -1.60 1.72 -4.61
N1 -2.27 -1.59 -1.71
H4 -2.38 -3.30 -3.98
H5 -1.25 -3.83 -2.77
H6 -0.66 -3.13 -4.21
H7 -0.45 -1.31 -2.59
H8 -2.78 -0.77 -4.32
H9 -1.18 -1.04 -4.90
H10 -2.48 2.30 -4.32
H11 -1.70 1.39 -5.64
H12 -0.76 2.42 -4.51
H13 -2.02 -2.45 -1.24
H14 -1.94 -0.78 -1.20
C6 2.29 -3.39 -0.60
C7 0.76 -3.52 -0.31
C8 0.28 -4.95 0.25
O3 -1.11 -4.91 0.37
C9 -1.48 -6.04 1.09
N2 0.38 -2.54 0.69
H15 2.79 -4.28 -0.98
H16 2.88 -2.99 0.23
H17 2.51 -2.55 -1.26
H18 0.16 -3.32 -1.19
H19 0.86 -5.00 1.17
H20 0.63 -5.75 -0.40
H21 -1.02 -6.01 2.08
H22 -1.23 -6.91 0.48
H23 -2.56 -5.88 1.15
H24 -0.56 -2.73 1.02
H25 0.85 -2.82 1.53
C10 0.11 4.07 2.66
C11 0.80 3.25 1.59
C12 2.14 4.00 1.29
O4 1.89 5.39 1.20
C13 3.10 6.06 1.35
N3 1.02 1.88 2.09
H26 -0.24 5.05 2.34
H27 0.68 4.22 3.57
H28 -0.76 3.47 2.96
H29 0.31 3.08 0.63
H30 2.45 3.49 0.38
H31 2.86 3.67 2.04
H32 3.80 5.48 1.95
H33 2.85 7.03 1.78
H34 3.52 5.99 0.34
H35 0.19 1.55 2.56
H36 1.62 2.04 2.89
C14 -2.32 1.99 -0.59
O5 -1.53 1.07 -0.47
N4 -2.71 2.36 -1.78
N5 -2.94 2.64 0.38
H37 -3.40 3.02 -2.11
H38 -2.28 1.80 -2.51
H39 -2.84 2.33 1.34
H40 -3.30 3.58 0.25
C15 1.92 1.35 -2.01
O6 1.72 0.47 -1.21
N6 3.04 1.95 -2.19
N7 1.09 1.70 -2.87
H41 3.87 1.72 -1.67
H42 2.95 2.83 -2.68
H43 1.37 2.51 -3.41
H44 0.18 1.28 -2.97
C16 1.76 -2.17 4.07
O7 2.70 -2.79 4.45
N8 1.84 -1.24 3.20
N9 0.53 -2.34 4.45
H45 2.69 -0.98 2.73
H46 1.01 -0.68 3.05
H47 -0.16 -1.75 4.00
H48 0.41 -3.03 5.17

Atomic partial charges in e from the Löwdin method, atoms 1 to 4: atom 1 (Ag): 0.7322, atom 2 (C): -0.3034, atom 3 (O): -0.4516, atom 4 (H): 0.0525


(3)
Below is C13H19ClMgOSi as an isolated structure at a distorted geometry, with properties calculated with ωB97M-V/def2-TZVPD.

As for the spin multiplicity: 1. The value obtained for the relative energy (zero: lowest compared OMol25 entry of this formula, charge and spin) is 0.0 kcal/mol. For the LUMO energy, the calculation gives 5.47 eV. For the gap between HOMO and LUMO, the calculation gives 6.1562 eV. Its total charge is -2. The calculation puts the HOMO energy at -0.6824 eV.

CARTESIAN COORDINATES (ANGSTROEM)
C1 0.05 0.99 -2.43
C2 1.26 0.34 -2.13
C3 1.82 1.01 -0.99
H1 1.75 -0.45 -2.69
C4 0.92 2.05 -0.58
C5 -0.22 1.94 -1.39
H2 -1.17 2.44 -1.18
H3 -0.55 0.88 -3.33
H4 2.83 0.95 -0.63
H5 1.14 2.75 0.23
Mg1 1.03 -0.95 0.38
Cl1 0.59 -3.28 0.15
C6 3.03 -1.78 1.19
C7 3.61 -0.53 1.60
C8 4.30 0.02 0.48
H6 3.62 -0.13 2.62
C9 4.12 -0.86 -0.63
C10 3.36 -1.97 -0.21
H7 3.12 -2.87 -0.81
H8 2.59 -2.54 1.87
H9 4.88 0.94 0.47
H10 4.53 -0.72 -1.64
C11 -3.39 0.52 2.24
Si1 -2.39 0.08 0.67
C12 -3.53 -1.39 0.22
C13 -3.37 1.30 -0.41
O1 -0.81 -0.19 0.76
H11 -4.46 0.50 2.00
H12 -3.17 1.51 2.65
H13 -3.22 -0.20 3.05
H14 -4.57 -1.12 0.47
H15 -3.51 -1.64 -0.85
H16 -3.28 -2.28 0.80
H17 -3.21 2.36 -0.21
H18 -3.26 1.16 -1.50
H19 -4.45 1.15 -0.21

Atomic partial charges in e from the natural (NBO) method, atoms 1 to 4: atom 1 (C): -0.3528, atom 2 (C): -0.3852, atom 3 (C): -0.5253, atom 4 (H): 0.1995


(4)
Below is one molecule with the formula C6H7NO at a distorted geometry, with properties calculated with ωB97M-V/def2-TZVPD.

As for the spin multiplicity: 1. The value obtained for the relative energy (zero: lowest compared OMol25 entry of this formula, charge and spin) is 59.1 kcal/mol. For the LUMO energy, the calculation gives 1.00 eV. For the gap between HOMO and LUMO, the calculation gives 9.0853 eV. The calculation puts the HOMO energy at -8.0833 eV. Its structure (SMILES) is c1cc2n(c1)OCC2.

CARTESIAN COORDINATES (ANGSTROEM)
C1 2.24 -0.25 0.03
C2 1.45 0.93 -0.04
C3 0.19 0.46 -0.06
N1 0.12 -0.87 -0.06
C4 1.39 -1.31 -0.07
O1 -1.10 -1.47 -0.01
C5 -2.00 -0.27 0.03
C6 -1.18 1.02 -0.02
H1 3.29 -0.27 0.27
H2 1.90 1.95 -0.14
H3 1.61 -2.34 -0.04
H4 -2.64 -0.43 -0.82
H5 -2.46 -0.39 0.96
H6 -1.52 1.58 -0.91
H7 -1.29 1.66 0.87

Atomic partial charges in e from the natural (NBO) method, atoms 1 to 4: atom 1 (C): -0.2954, atom 2 (C): -0.3153, atom 3 (C): 0.0920, atom 4 (N): -0.0363


(5)
Below is a 5-piece molecular cluster, C45H95N5O5 overall at a distorted geometry, with properties calculated with ωB97M-V/def2-TZVPD.

As for the spin multiplicity: 1. The value obtained for the relative energy (zero: lowest compared OMol25 entry of this formula, charge and spin) is 96.8 kcal/mol. For the LUMO energy, the calculation gives 0.59 eV. For the gap between HOMO and LUMO, the calculation gives 8.7220 eV. The calculation puts the HOMO energy at -8.1291 eV. Its structure (SMILES) is CC1(C)CCCC(C)(C)N1O.CC1(C)CCCC(C)(C)N1O.CC1(C)CCCC(C)(C)N1O.CC1(C)CCCC(C)(C)N1O.CC1(C)CCCC(C)(C)N1O.

CARTESIAN COORDINATES (ANGSTROEM)
C1 -8.10 -2.26 2.96
C2 -7.90 -2.61 4.51
C3 -9.22 -3.09 5.17
C4 -7.03 -3.87 4.65
C5 -6.34 -4.05 6.00
C6 -5.51 -2.83 6.35
C7 -6.34 -1.55 6.37
C8 -7.29 -1.53 7.51
C9 -5.45 -0.29 6.42
N1 -7.11 -1.48 5.07
O1 -7.79 -0.29 4.90
H1 -8.60 -3.03 2.39
H2 -8.63 -1.31 2.92
H3 -7.14 -2.06 2.48
H4 -9.74 -3.86 4.61
H5 -9.03 -3.47 6.17
H6 -9.94 -2.30 5.37
H7 -7.64 -4.76 4.53
H8 -6.24 -3.86 3.91
H9 -7.05 -4.25 6.80
H10 -5.63 -4.88 6.04
H11 -4.64 -2.78 5.69
H12 -5.04 -3.08 7.30
H13 -8.09 -2.25 7.66
H14 -7.79 -0.56 7.43
H15 -6.82 -1.71 8.48
H16 -5.85 0.69 6.19
H17 -4.73 -0.44 5.61
H18 -4.99 -0.15 7.40
H19 -8.45 -0.37 5.59
C10 8.36 -9.34 -4.95
C11 6.93 -8.75 -5.07
C12 7.09 -7.28 -4.66
C13 6.56 -8.90 -6.60
C14 5.09 -8.69 -6.96
C15 4.29 -9.67 -6.09
C16 4.52 -9.48 -4.55
C17 3.76 -8.15 -4.15
C18 3.85 -10.64 -3.80
N2 5.95 -9.50 -4.20
O2 6.28 -9.33 -2.90
H20 8.64 -9.30 -3.90
H21 8.27 -10.36 -5.33
H22 9.12 -8.74 -5.44
H23 7.12 -7.04 -3.59
H24 7.91 -6.75 -5.16
H25 6.32 -6.58 -4.98
H26 7.04 -8.13 -7.20
H27 6.86 -9.87 -7.00
H28 4.77 -7.64 -6.97
H29 4.92 -8.99 -7.99
H30 4.48 -10.70 -6.37
H31 3.23 -9.46 -6.26
H32 3.62 -8.10 -3.07
H33 2.75 -8.00 -4.54
H34 4.43 -7.33 -4.38
H35 2.84 -10.90 -4.10
H36 3.78 -10.42 -2.74
H37 4.45 -11.54 -4.00
H38 6.55 -10.23 -2.67
C19 10.03 4.46 5.15
C20 10.45 5.10 3.78
C21 11.90 4.54 3.62
C22 9.32 4.72 2.72
C23 9.47 5.53 1.38
C24 9.23 6.98 1.81
C25 10.23 7.54 2.84
C26 11.51 7.75 2.04
C27 9.51 8.81 3.27
N3 10.34 6.58 3.99
O3 11.15 7.02 4.97
H39 9.71 3.42 5.11
H40 10.80 4.63 5.90
H41 9.07 4.89 5.43
H42 12.54 4.69 4.49
H43 12.02 3.49 3.38
H44 12.33 5.14 2.81
H45 9.49 3.67 2.46
H46 8.36 4.71 3.24
H47 10.48 5.50 0.97
H48 8.75 5.29 0.59
H49 8.20 6.97 2.16
H50 9.18 7.64 0.95
H51 11.40 8.56 1.31
H52 11.97 6.85 1.64
H53 12.20 8.28 2.70
H54 10.16 9.43 3.89
H55 8.69 8.57 3.94
H56 9.20 9.46 2.46
H57 10.58 6.97 5.74
C28 1.49 2.83 1.03
C29 0.69 1.93 1.95
C30 0.52 2.81 3.23
C31 -0.77 1.69 1.38
C32 -0.86 0.72 0.25
C33 -0.22 -0.64 0.69
C34 1.17 -0.59 1.39
C35 1.31 -1.91 2.22
C36 2.34 -0.54 0.32
N4 1.29 0.56 2.34
O4 2.57 0.72 2.89
H58 0.98 3.78 0.91
H59 2.52 3.00 1.33
H60 1.54 2.42 0.02
H61 0.09 3.79 3.05
H62 -0.15 2.48 4.03
H63 1.48 2.92 3.73
H64 -1.34 1.31 2.23
H65 -1.17 2.64 1.03
H66 -1.85 0.65 -0.20
H67 -0.30 1.11 -0.60
H68 -0.07 -1.15 -0.27
H69 -1.05 -1.21 1.10
H70 2.25 -1.84 2.76
H71 1.51 -2.72 1.52
H72 0.48 -2.12 2.90
H73 2.41 -1.46 -0.27
H74 3.31 -0.47 0.81
H75 2.21 0.36 -0.28
H76 2.45 0.80 3.84
C37 -10.09 6.37 -4.67
C38 -9.32 5.48 -5.66
C39 -9.20 6.26 -6.93
C40 -7.92 5.15 -5.17
C41 -7.96 4.08 -4.03
C42 -8.73 2.84 -4.50
C43 -10.13 3.10 -5.04
C44 -10.51 1.82 -5.86
C45 -11.12 3.39 -3.93
N5 -10.09 4.24 -5.99
O5 -11.31 4.59 -6.64
H77 -11.11 6.45 -5.04
H78 -10.16 5.99 -3.65
H79 -9.71 7.39 -4.70
H80 -10.17 6.56 -7.33
H81 -8.51 7.10 -7.04
H82 -8.77 5.56 -7.64
H83 -7.15 4.85 -5.89
H84 -7.44 6.02 -4.71
H85 -6.93 3.79 -3.84
H86 -8.42 4.37 -3.08
H87 -8.86 2.07 -3.73
H88 -8.08 2.45 -5.28
H89 -9.67 1.67 -6.54
H90 -11.39 1.86 -6.50
H91 -10.54 1.03 -5.10
H92 -11.47 2.52 -3.37
H93 -12.04 3.71 -4.42
H94 -10.82 4.01 -3.09
H95 -11.12 4.30 -7.53

Atomic partial charges in e from the Löwdin method, atoms 1 to 4: atom 1 (C): -0.0143, atom 2 (C): -0.4615, atom 3 (C): -0.0422, atom 4 (C): -0.1533


(6)
Below is one molecule with the formula C19H19N3O3S at a distorted geometry, with properties calculated with ωB97M-V/def2-TZVPD.

As for the spin multiplicity: 1. The value obtained for the relative energy (zero: lowest compared OMol25 entry of this formula, charge and spin) is 54.7 kcal/mol. For the LUMO energy, the calculation gives 0.64 eV. For the gap between HOMO and LUMO, the calculation gives 9.0427 eV. The calculation puts the HOMO energy at -8.4075 eV. Its structure (SMILES) is COc1ccc(-c2noc([C@@H]3CCCN(C(=O)c4cccs4)C3)n2)cc1.

CARTESIAN COORDINATES (ANGSTROEM)
C1 8.77 -0.03 -0.56
O1 7.71 0.90 -0.58
C2 6.44 0.44 -0.45
C3 6.09 -0.90 -0.30
C4 4.76 -1.25 -0.18
C5 3.76 -0.28 -0.21
C6 2.37 -0.66 -0.09
N1 1.94 -1.88 0.10
O2 0.58 -1.78 0.16
C7 0.29 -0.49 -0.01
C8 -1.13 -0.02 0.01
C9 -1.26 1.23 0.89
C10 -2.72 1.67 0.94
C11 -3.60 0.51 1.40
N2 -3.42 -0.62 0.52
C12 -4.34 -1.14 -0.32
O3 -4.13 -2.14 -0.98
C13 -5.66 -0.46 -0.42
C14 -6.88 -1.05 -0.31
C15 -7.95 -0.17 -0.60
C16 -7.52 1.07 -0.95
S1 -5.81 1.20 -0.92
C17 -2.07 -1.13 0.50
N3 1.34 0.25 -0.16
C18 4.11 1.06 -0.37
C19 5.44 1.41 -0.49
H1 9.68 0.56 -0.67
H2 8.81 -0.57 0.39
H3 8.70 -0.74 -1.38
H4 6.84 -1.67 -0.27
H5 4.47 -2.29 -0.06
H6 -1.40 0.24 -1.02
H7 -0.62 2.02 0.50
H8 -0.92 0.99 1.90
H9 -2.83 2.52 1.62
H10 -3.04 1.99 -0.06
H11 -4.65 0.80 1.43
H12 -3.29 0.21 2.41
H13 -7.00 -2.08 -0.03
H14 -8.98 -0.46 -0.55
H15 -8.11 1.92 -1.23
H16 -2.04 -1.99 -0.16
H17 -1.78 -1.44 1.51
H18 3.34 1.80 -0.40
H19 5.73 2.44 -0.61

Atomic partial charges in e from the natural (NBO) method, atoms 1 to 4: atom 1 (C): -0.2531, atom 2 (O): -0.4879, atom 3 (C): 0.3209, atom 4 (C): -0.3309


(7)
Below is C5H13N3 as an isolated structure at a distorted geometry, with properties calculated with ωB97M-V/def2-TZVPD.

As for the spin multiplicity: 1. The value obtained for the relative energy (zero: lowest compared OMol25 entry of this formula, charge and spin) is 94.8 kcal/mol. For the LUMO energy (alpha / beta), the calculation gives 0.66 / 0.66 eV. For the gap between HOMO and LUMO (alpha / beta), the calculation gives 7.7777 / 7.7785 eV. The calculation puts the HOMO energy (alpha / beta) at -7.1221 / -7.1229 eV.

CARTESIAN COORDINATES (ANGSTROEM)
C1 1.76 -1.39 -0.08
C2 -1.59 1.98 0.74
C3 -1.34 0.57 -1.25
C4 0.28 0.28 2.19
N1 -1.14 0.71 0.19
C5 -0.01 0.10 0.71
N2 2.19 -2.17 -2.31
N3 0.74 -0.61 -0.03
H1 2.10 -3.16 -2.13
H2 1.29 -1.86 -2.65
H3 1.62 -2.39 0.36
H4 2.43 -1.56 -1.20
H5 -2.61 2.17 0.40
H6 -1.60 1.95 1.83
H7 -2.34 0.93 -1.50
H8 -0.60 1.14 -1.83
H9 -0.96 2.82 0.42
H10 -1.26 -0.48 -1.53
H11 0.65 1.28 2.40
H12 -0.62 0.12 2.78
H13 1.04 -0.43 2.49

Atomic partial charges in e from the natural (NBO) method, atoms 1 to 4: atom 1 (C): -0.0711, atom 2 (C): -0.4065, atom 3 (C): -0.4103, atom 4 (C): -0.6702


(8)
Below is an isolated ion of composition C6H9Cl2N2O2 and charge +1 at a distorted geometry, with properties calculated with ωB97M-V/def2-TZVPD.

As for the spin multiplicity: 1. The value obtained for the relative energy (zero: lowest compared OMol25 entry of this formula, charge and spin) is 6.0 kcal/mol. For the LUMO energy (alpha / beta), the calculation gives -6.11 / -6.11 eV. For the gap between HOMO and LUMO (alpha / beta), the calculation gives 6.9577 / 6.9566 eV. Its total charge is +1. The calculation puts the HOMO energy (alpha / beta) at -13.0713 / -13.0714 eV. Its structure (SMILES) is O=[N+](NO)[C@]1(Cl)CC=C(Cl)CC1.

CARTESIAN COORDINATES (ANGSTROEM)
O1 -0.13 -1.66 1.00
N1 -1.00 -1.06 0.37
N2 -1.81 -1.71 -0.42
O2 -1.95 -3.01 -0.24
C1 -0.93 0.43 0.02
Cl1 -2.59 1.03 -0.01
C2 -0.10 0.61 -1.32
C3 1.24 0.00 -1.23
C4 1.86 -0.04 -0.07
Cl2 3.38 -0.87 0.01
C5 1.50 0.73 1.14
C6 -0.07 1.02 1.14
H1 -2.47 -1.21 -0.91
H2 -1.19 -3.29 0.30
H3 -0.20 1.57 -1.78
H4 -0.85 0.06 -2.02
H5 1.54 -0.52 -2.12
H6 2.05 1.65 1.36
H7 1.69 0.01 1.99
H8 -0.40 0.73 2.13
H9 -0.06 2.13 1.03

Atomic partial charges in e from the natural (NBO) method, atoms 1 to 4: atom 1 (O): -0.2862, atom 2 (N): 0.3420, atom 3 (N): 0.0289, atom 4 (O): -0.4192